Computed, not measured: C18H27AuF6N2O2PSb as an isolated structure, with wB97M-V/def2-TZVPD.

ORCA input file:
```
! wB97M-V def2-TZVPD RIJCOSX def2/J DEFGRID3
* xyz 1 2
Au -0.17 -0.74 0.39
C -4.16 -2.75 1.66
C -3.30 -1.61 1.24
O -2.17 -1.81 0.81
C -3.88 -0.25 1.37
C -3.44 0.90 0.85
C -4.17 2.20 0.96
N -2.20 0.90 0.12
N -2.08 1.90 -0.59
C -0.81 1.92 -1.32
O 0.10 1.15 -1.02
C -0.74 2.93 -2.36
C 0.47 3.14 -3.03
C 0.55 4.08 -4.04
C -0.58 4.80 -4.40
C -1.79 4.59 -3.75
C -1.87 3.67 -2.72
H -3.69 -3.22 2.53
H -4.16 -3.50 0.87
H -5.18 -2.45 1.91
H -4.83 -0.22 1.90
H -5.01 2.08 1.65
H -4.56 2.51 -0.01
H -3.52 2.99 1.32
H 1.34 2.56 -2.75
H 1.49 4.25 -4.55
H -0.52 5.53 -5.19
H -2.66 5.16 -4.03
H -2.80 3.52 -2.19
F 0.15 -2.67 1.91
Sb 0.05 -4.47 1.14
F -1.79 -4.51 1.49
F -0.23 -3.50 -0.49
F 0.03 -6.11 0.25
F 1.92 -4.27 0.83
F 0.44 -5.17 2.83
C 4.10 -2.40 -0.83
C 2.64 -1.97 -0.92
P 2.14 -0.84 0.41
C 2.80 -1.37 2.01
C 2.17 -0.72 3.24
C 2.88 0.76 -0.03
C 2.58 1.94 0.88
H 4.33 -3.06 -1.67
H 4.29 -2.96 0.08
H 4.79 -1.55 -0.88
H 1.98 -2.84 -0.89
H 2.43 -1.43 -1.85
H 3.87 -1.15 1.95
H 2.69 -2.46 2.04
H 2.32 0.35 3.27
H 2.62 -1.15 4.13
H 1.10 -0.94 3.28
H 2.57 0.96 -1.05
H 3.96 0.56 -0.06
H 1.51 2.09 1.01
H 3.00 2.85 0.46
H 3.02 1.81 1.87
*
```

Summary:
Relative energy (zero: lowest compared OMol25 entry of this formula, charge and spin): 72.3 kJ/mol
Expectation value of S²: 0.75
E: -61998.7019 eV
LUMO (spin up / spin down): -5.420 / -5.895 eV
Gap between HOMO and LUMO (spin up / spin down): 7.185 / 7.175 eV


Computed, not measured: C18H27BiBrNO4P2 as an isolated structure at a distorted geometry, with wB97M-V/def2-TZVPD.

ORCA input file:
```
! wB97M-V def2-TZVPD RIJCOSX def2/J DEFGRID3
* xyz 2 1
Bi 0.03 -1.64 0.02
P -2.32 -0.30 -0.71
C -2.28 0.41 -2.39
C -0.85 0.72 -2.81
N 0.21 0.42 -2.05
C 1.43 0.89 -2.39
C 1.61 1.68 -3.53
C 0.53 1.94 -4.36
C -0.72 1.43 -4.01
C 2.62 0.63 -1.50
P 2.53 -0.95 -0.55
H -1.60 1.56 -4.62
H 2.60 2.06 -3.74
H 0.65 2.50 -5.28
H 3.57 0.62 -2.07
H 2.68 1.43 -0.74
H -2.79 -0.26 -3.09
H -2.88 1.36 -2.39
H -1.26 -3.40 -3.32
O -2.04 -3.39 -3.90
H -1.69 -3.20 -4.79
H -1.25 -2.80 0.61
O 0.14 -3.20 -1.51
H 0.36 -4.08 -1.16
C 3.28 -2.16 -1.70
H 4.22 -1.75 -2.10
H 3.47 -3.09 -1.16
H 2.57 -2.36 -2.52
C 3.70 -0.73 0.81
H 3.70 -1.64 1.42
H 4.71 -0.55 0.41
H 3.36 0.11 1.43
C -2.70 1.24 0.18
H -3.69 1.58 -0.17
H -2.70 1.10 1.26
H -1.94 1.99 -0.07
C -3.81 -1.35 -0.66
H -4.02 -1.58 0.40
H -4.65 -0.81 -1.10
H -3.62 -2.28 -1.21
Br -0.92 3.34 2.60
C -0.39 2.28 4.07
C -0.48 2.80 5.37
C -0.22 1.98 6.48
C 0.12 0.64 6.28
C 0.24 0.13 4.99
C 0.04 0.95 3.87
C 0.22 0.35 2.49
O -0.32 -0.82 2.40
O 0.84 0.97 1.61
H -0.77 3.84 5.51
H -0.27 2.39 7.49
H 0.29 -0.03 7.13
H 0.46 -0.93 4.80
*
```

Summary:
Relative energy (zero: lowest compared OMol25 entry of this formula, charge and spin): 227.0 kJ/mol
E: -123226.6694 eV
LUMO (spin up / spin down): -9.734 / -9.733 eV
Gap between HOMO and LUMO (spin up / spin down): 3.726 / 3.727 eV


Computed, not measured: C18H27ClOV as an isolated structure at a distorted geometry, with wB97M-V/def2-TZVPD.

ORCA input file:
```
! wB97M-V def2-TZVPD RIJCOSX def2/J DEFGRID3
* xyz 2 2
C 0.24 0.87 -5.96
C 1.62 1.39 -5.98
C -0.01 -0.54 -6.33
C -0.89 1.84 -6.02
Cl 0.10 0.37 -2.52
H -0.02 -0.68 -7.42
H -0.97 -0.90 -5.97
H 0.77 -1.20 -5.95
H 1.95 1.65 -7.00
H 2.34 0.66 -5.61
H 1.73 2.31 -5.39
H -1.08 2.18 -7.05
H -0.70 2.73 -5.43
H -1.82 1.39 -5.67
C 1.63 -0.84 1.73
C 1.04 -1.96 1.09
C 1.47 -1.97 -0.26
H 0.39 -2.68 1.55
C 2.34 -0.87 -0.45
C 2.44 -0.18 0.78
H 3.03 0.70 0.97
H 1.52 -0.57 2.76
H 1.20 -2.69 -1.02
H 2.80 -0.58 -1.37
C -1.94 0.95 1.26
C -1.81 -0.38 1.71
C -2.10 -1.24 0.63
H -1.52 -0.69 2.70
C -2.42 -0.45 -0.49
C -2.31 0.91 -0.11
H -2.48 1.76 -0.74
H -1.82 1.84 1.85
H -2.08 -2.32 0.65
H -2.65 -0.81 -1.48
V 0.00 0.00 0.00
C 0.83 4.14 0.48
C 0.32 3.69 1.82
C 0.84 2.25 1.82
O 0.86 1.81 0.46
C 0.49 2.91 -0.34
H 0.40 5.09 0.11
H 1.94 4.23 0.54
H -0.79 3.71 1.77
H 0.64 4.29 2.69
H 1.89 2.28 2.17
H 0.28 1.59 2.52
H -0.60 2.89 -0.53
H 1.04 2.92 -1.30
*
```

Summary:
Relative energy (zero: lowest compared OMol25 entry of this formula, charge and spin): 68.4 kJ/mol
Expectation value of S²: 1.13
E: -59344.9256 eV
LUMO (spin up / spin down): -7.976 / -7.951 eV
Gap between HOMO and LUMO (spin up / spin down): 7.170 / 7.057 eV


Computed, not measured: a 2-piece molecular cluster, C18H27F13N2O4P overall at a distorted geometry, with wB97M-V/def2-TZVPD.

ORCA input file:
```
! wB97M-V def2-TZVPD RIJCOSX def2/J DEFGRID3
* xyz 1 1
N 4.43 -4.27 3.38
P 5.31 -5.46 2.48
O 4.08 -6.20 1.68
O 6.25 -4.55 1.33
C 5.46 -3.82 0.48
O 5.01 -4.34 -0.51
O 5.25 -2.51 0.81
C 5.82 -1.71 -0.24
C 5.64 -0.18 -0.07
C 4.64 0.28 1.01
F 5.14 0.03 2.24
F 4.67 1.65 0.89
C 3.15 -0.14 0.78
F 2.40 0.98 0.85
F 3.04 -0.51 -0.53
C 2.47 -1.19 1.71
F 3.26 -1.79 2.61
F 1.52 -0.55 2.44
C 1.68 -2.34 0.98
F 2.45 -3.07 0.17
F 1.32 -3.18 1.98
C 0.33 -1.88 0.33
F 0.31 -0.59 -0.11
F -0.62 -1.97 1.29
C -0.18 -2.83 -0.81
F -0.41 -4.03 -0.30
F 0.62 -2.85 -1.86
F -1.36 -2.32 -1.23
H 3.51 -4.21 2.94
H 4.90 -3.38 3.23
H 4.39 -6.51 0.81
H 6.90 -1.91 -0.26
H 5.46 -1.99 -1.24
H 6.60 0.23 0.27
H 5.41 0.29 -1.02
C -1.29 0.82 -0.49
C -1.52 2.30 -0.13
C -2.88 2.67 0.44
N -4.08 2.55 -0.49
C -3.72 2.88 -1.91
C -4.92 2.98 -2.83
C -5.94 3.99 -2.31
C -6.34 3.65 -0.88
C -5.12 3.54 0.02
C -4.64 1.16 -0.37
H -1.88 0.51 -1.36
H -0.22 0.68 -0.78
H -1.54 0.18 0.34
H -1.27 2.92 -0.99
H -0.78 2.56 0.63
H -2.83 3.72 0.74
H -3.10 2.09 1.33
H -3.19 3.83 -1.88
H -3.05 2.10 -2.27
H -4.58 3.28 -3.82
H -5.40 2.00 -2.96
H -6.82 4.00 -2.95
H -5.51 4.99 -2.34
H -6.92 2.72 -0.86
H -6.99 4.42 -0.49
H -5.39 3.23 1.03
H -4.62 4.51 0.08
H -4.91 0.99 0.67
H -3.88 0.45 -0.69
H -5.52 1.06 -1.00
*
```

Summary:
E: -74884.1054 eV
LUMO: -2.262 eV
Gap between HOMO and LUMO: 8.420 eV


Computed, not measured: C18H27GeI2NSW as an isolated structure at a distorted geometry, with wB97M-V/def2-TZVPD.

ORCA input file:
```
! wB97M-V def2-TZVPD RIJCOSX def2/J DEFGRID3
* xyz 4 3
W -1.59 -0.50 1.57
C -1.73 2.60 1.40
C -2.90 2.00 0.69
C -3.94 2.74 0.16
C -5.00 2.10 -0.47
C -5.04 0.70 -0.59
C -6.10 -0.02 -1.21
C -6.07 -1.40 -1.26
C -4.99 -2.11 -0.70
C -3.96 -1.41 -0.11
S -2.57 -2.22 0.65
C -3.96 -0.02 -0.05
N -2.90 0.63 0.59
H -1.87 3.67 1.57
H -0.81 2.49 0.82
H -1.59 2.17 2.41
H -3.93 3.82 0.26
H -5.82 2.69 -0.87
H -6.93 0.52 -1.64
H -6.88 -1.94 -1.73
H -4.99 -3.20 -0.73
C 4.51 -2.27 -2.97
C 3.17 -2.34 -2.37
C 2.30 -0.97 -2.33
C 0.93 -0.95 -1.70
Ge 0.78 -0.68 0.26
C 1.69 0.84 1.08
C 3.18 0.46 1.25
C 3.97 1.61 1.88
C 5.45 1.28 2.01
H 5.09 -3.12 -2.56
H 5.05 -1.35 -2.76
H 4.50 -2.51 -4.04
H 3.22 -2.24 -1.24
H 2.57 -3.21 -2.62
H 2.18 -1.08 -3.44
H 2.93 -0.11 -2.13
H 0.36 -1.84 -1.98
H 0.42 -0.09 -2.15
H 1.01 -2.00 1.04
H 1.27 1.09 2.07
H 1.58 1.72 0.45
H 3.61 0.23 0.27
H 3.28 -0.44 1.86
H 3.55 1.83 2.87
H 3.84 2.51 1.28
H 5.61 0.39 2.62
H 5.98 2.10 2.48
H 5.91 1.10 1.04
I -1.08 -0.97 4.19
I -3.29 -2.33 4.89
*
```

Summary:
Relative energy (zero: lowest compared OMol25 entry of this formula, charge and spin): 0.0 kJ/mol
Expectation value of S²: 2.04
E: -105925.1214 eV
LUMO (spin up / spin down): -14.858 / -15.501 eV
Gap between HOMO and LUMO (spin up / spin down): 5.701 / 5.022 eV


Computed, not measured: C18H27HgN3S2 as an isolated structure at a distorted geometry, with wB97M-V/def2-TZVPD.

ORCA input file:
```
! wB97M-V def2-TZVPD RIJCOSX def2/J DEFGRID3
* xyz 2 1
Hg -0.73 0.04 0.19
S -1.99 -1.30 -1.82
S 1.38 2.08 -0.11
C -1.26 -1.04 -3.48
C -3.24 0.04 -1.88
C -2.66 1.44 -2.08
N -1.77 1.83 -0.96
C -1.02 3.08 -1.23
C 0.05 3.33 -0.17
H -3.80 -0.01 -0.94
H -3.90 -0.21 -2.72
H -3.50 2.16 -2.13
H -2.11 1.52 -3.03
H -1.74 3.92 -1.22
H -0.59 3.03 -2.24
H -0.41 3.38 0.82
H 0.55 4.29 -0.39
C 2.00 2.26 -1.81
H -2.39 2.03 -0.17
H 1.23 2.10 -2.57
H 2.78 1.49 -1.92
H 2.46 3.25 -1.93
H -0.43 -1.74 -3.56
H -0.90 -0.02 -3.61
H -2.02 -1.29 -4.24
C -3.29 0.66 3.94
C -2.56 -0.36 4.41
H -4.18 0.51 3.32
H -3.03 1.69 4.19
H -2.80 -1.40 4.19
H -1.71 -0.19 5.08
C 3.08 -2.13 -2.43
C 3.66 -2.94 -1.45
C 3.17 -2.85 -0.16
C 2.11 -1.97 0.14
N 1.52 -1.24 -0.83
C 2.01 -1.30 -2.07
C 1.66 -1.75 1.53
C 2.28 -2.32 2.64
C 1.90 -1.96 3.93
C 0.88 -1.01 4.08
C 0.27 -0.48 2.95
N 0.61 -0.90 1.71
H 3.43 -2.13 -3.46
H 4.48 -3.63 -1.68
H 3.57 -3.45 0.66
H 1.53 -0.66 -2.83
H 3.06 -3.04 2.46
H 2.37 -2.41 4.79
H 0.53 -0.68 5.05
H -0.54 0.26 3.03
*
```

Summary:
E: -49404.4669 eV
LUMO: -7.132 eV
Gap between HOMO and LUMO: 7.747 eV


Computed, not measured: one molecule with the formula C18H27N3O4, with wB97M-V/def2-TZVPD.

ORCA input file:
```
! wB97M-V def2-TZVPD RIJCOSX def2/J DEFGRID3
* xyz 0 1
C -4.17 -0.20 -0.94
C -3.47 0.73 0.03
O -2.98 1.85 -0.69
C -2.83 3.04 0.06
C -1.58 3.07 0.95
C -0.29 3.09 0.13
N -0.09 1.84 -0.56
C 1.05 1.13 -0.45
O 2.01 1.50 0.19
C 1.03 -0.20 -1.22
N 2.33 -0.82 -1.10
C 3.37 -0.37 -1.83
O 3.26 0.27 -2.86
C 4.72 -0.75 -1.22
N 4.94 0.05 -0.03
C 4.36 -0.26 1.16
C 4.53 0.80 2.22
O 3.77 -1.31 1.34
C -0.03 -1.12 -0.67
C -0.90 -1.80 -1.51
C -1.85 -2.66 -0.99
C -1.94 -2.87 0.38
C -2.95 -3.81 0.96
C -1.06 -2.20 1.22
C -0.11 -1.34 0.70
H -3.49 -0.49 -1.73
H -5.02 0.31 -1.39
H -4.52 -1.08 -0.42
H -4.17 1.07 0.81
H -2.64 0.20 0.52
H -2.77 3.84 -0.68
H -3.72 3.21 0.68
H -1.62 3.97 1.57
H -1.58 2.20 1.61
H 0.58 3.24 0.77
H -0.34 3.91 -0.60
H -0.88 1.49 -1.09
H 0.87 0.01 -2.28
H 2.55 -1.23 -0.19
H 5.53 -0.55 -1.93
H 4.72 -1.80 -0.92
H 5.21 1.01 -0.18
H 4.34 0.37 3.20
H 5.53 1.23 2.19
H 3.80 1.58 2.02
H -0.84 -1.65 -2.58
H -2.52 -3.19 -1.65
H -3.46 -3.36 1.81
H -2.46 -4.72 1.31
H -3.69 -4.09 0.21
H -1.11 -2.35 2.29
H 0.58 -0.83 1.36
*
```

Summary:
Relative energy (zero: lowest compared OMol25 entry of this formula, charge and spin): 51.9 kJ/mol
Structure (SMILES): CCOCCCNC(=O)[C@@H](NC(=O)CNC(C)=O)c1ccc(C)cc1
E: -31766.4938 eV
LUMO: 0.797 eV
Gap between HOMO and LUMO: 9.727 eV


Computed, not measured: one molecule with the formula C18H27NO2, with wB97M-V/def2-TZVPD.

ORCA input file:
```
! wB97M-V def2-TZVPD RIJCOSX def2/J DEFGRID3
* xyz 0 1
C -4.39 -2.13 -0.73
C -3.70 -1.04 0.03
C -4.01 -0.81 1.37
C -3.39 0.20 2.07
C -2.44 1.00 1.46
C -2.12 0.78 0.12
O -1.19 1.52 -0.56
C -0.42 2.48 0.14
C 0.64 3.03 -0.81
C 1.62 1.95 -1.29
C 2.40 1.41 -0.10
O 3.24 2.11 0.44
N 2.12 0.16 0.35
C 1.18 -0.77 -0.24
C 1.86 -1.64 -1.31
C 2.49 -2.93 -0.77
C 3.11 -2.82 0.63
C 3.87 -1.53 0.91
C 2.96 -0.39 1.40
C -2.75 -0.24 -0.60
C -2.41 -0.46 -2.05
H -5.07 -2.68 -0.08
H -4.96 -1.73 -1.56
H -3.66 -2.83 -1.14
H -4.75 -1.44 1.85
H -3.64 0.37 3.11
H -1.97 1.78 2.02
H 0.06 2.02 1.01
H -1.07 3.30 0.49
H 1.19 3.81 -0.29
H 0.14 3.47 -1.68
H 1.09 1.19 -1.85
H 2.35 2.42 -1.94
H 0.35 -0.22 -0.67
H 0.78 -1.40 0.56
H 1.12 -1.91 -2.07
H 2.62 -1.03 -1.80
H 1.74 -3.72 -0.75
H 3.26 -3.24 -1.48
H 2.33 -2.94 1.39
H 3.79 -3.67 0.75
H 4.60 -1.71 1.70
H 4.41 -1.20 0.03
H 2.33 -0.74 2.22
H 3.58 0.44 1.76
H -1.94 -1.43 -2.18
H -1.72 0.31 -2.39
H -3.30 -0.43 -2.66
*
```

Summary:
Relative energy (zero: lowest compared OMol25 entry of this formula, charge and spin): 49.9 kJ/mol
Structure (SMILES): Cc1cccc(OCCCC(=O)N2CCCCCC2)c1C
E: -24690.0391 eV
LUMO: 0.769 eV
Gap between HOMO and LUMO: 9.252 eV